This record from the Open Molecules 2025 dataset describes a structure of composition C3H4LaO3 in a non-equilibrium geometry. The level of theory is ωB97M-V/def2-TZVPD.

Values from the calculation:
HOMO-LUMO gap	6.777	eV
LUMO	-5.119	eV
HOMO energy	-11.90	eV
relative energy (zero: lowest compared OMol25 entry of this formula, charge and spin)	0.0	kJ/mol

The geometry in ORCA input format:
```
! RIJCOSX wB97M-V def2-TZVPD def2/J DEFGRID3
* xyz 1 1
O 2.13 0.45 0.02
C 3.11 -0.19 0.00
O 4.10 -0.77 0.01
C -2.68 1.30 -1.12
C -3.31 0.12 -0.35
O -2.36 -0.50 0.52
La -0.57 0.73 0.11
H -2.70 1.15 -2.21
H -3.17 2.26 -0.90
H -3.71 -0.64 -1.05
H -4.18 0.47 0.26
*
```

***

This record from the Open Molecules 2025 dataset describes a structure of composition C9H10CeN2Se in a non-equilibrium geometry. The level of theory is ωB97M-V/def2-TZVPD.

Values from the calculation:
HOMO-LUMO gap (alpha / beta)	4.754 / 4.802	eV
LUMO (alpha / beta)	1.966 / 1.966	eV
HOMO energy (alpha / beta)	-2.79 / -2.84	eV

The geometry in ORCA input format:
```
! RIJCOSX wB97M-V def2-TZVPD def2/J DEFGRID3
* xyz -1 2
C 0.10 -1.27 -1.91
C -1.25 -1.37 -1.38
C -1.21 -2.27 -0.24
C 0.17 -2.69 -0.04
C 0.97 -2.09 -1.08
Ce 0.37 -0.10 0.31
C -1.49 2.24 -1.35
C -0.49 2.72 -2.21
C 0.63 2.73 -3.10
N 2.44 0.57 0.51
H -2.09 -2.61 0.35
H -2.15 -0.86 -1.79
H 0.52 -3.43 0.72
H 2.07 -2.17 -1.20
H 0.40 -0.64 -2.77
H -2.31 1.43 -1.73
H 2.57 1.32 -0.57
H -1.55 2.31 -0.18
H 0.31 3.22 -4.16
H 1.83 2.59 -2.86
Se 0.02 0.07 5.60
C 0.06 0.13 3.90
N 0.09 0.17 2.54
*
```

***

This record from the Open Molecules 2025 dataset describes a cluster of 2 separate species, H4O2 in total in a non-equilibrium geometry. The level of theory is ωB97M-V/def2-TZVPD.

Values from the calculation:
HOMO-LUMO gap	12.062	eV
LUMO	0.736	eV
HOMO energy	-11.33	eV
relative energy (zero: lowest compared OMol25 entry of this formula, charge and spin)	66.3	kJ/mol
SMILES	O.O

The geometry in ORCA input format:
```
! RIJCOSX wB97M-V def2-TZVPD def2/J DEFGRID3
* xyz 0 1
H 2.81 0.80 -0.35
H 1.63 -0.18 -0.36
H -3.04 -0.66 0.04
H -2.89 0.57 0.57
O 2.51 -0.09 0.09
O -2.33 0.03 -0.08
*
```

***

This record from the Open Molecules 2025 dataset describes a cluster of 2 separate species, C3H9NO2 in total in a non-equilibrium geometry. The level of theory is ωB97M-V/def2-TZVPD.

Values from the calculation:
HOMO-LUMO gap	10.227	eV
LUMO	0.507	eV
HOMO energy	-9.72	eV
relative energy (zero: lowest compared OMol25 entry of this formula, charge and spin)	231.7	kJ/mol
SMILES	CC(N)=O.CO

The geometry in ORCA input format:
```
! RIJCOSX wB97M-V def2-TZVPD def2/J DEFGRID3
* xyz 0 1
C 1.90 -1.30 -2.20
C 2.21 -0.58 -0.90
O 3.39 -0.60 -0.54
N 1.52 0.50 -0.44
H 1.16 -1.04 -2.87
H 1.60 -2.42 -2.02
H 1.91 0.84 0.44
H 0.52 0.71 -0.51
H 2.70 -1.30 -2.95
C -2.95 0.84 2.40
O -2.18 1.27 1.21
H -2.28 0.89 0.36
H -3.86 1.37 2.36
H -2.27 0.96 3.23
H -3.36 -0.14 2.43
*
```

***

This record from the Open Molecules 2025 dataset describes a structure of composition C17H15N2O5Re. The level of theory is ωB97M-V/def2-TZVPD.

Values from the calculation:
HOMO-LUMO gap (alpha / beta)	6.347 / 6.604	eV
LUMO (alpha / beta)	-5.366 / -5.066	eV
HOMO energy (alpha / beta)	-11.71 / -11.67	eV
relative energy (zero: lowest compared OMol25 entry of this formula, charge and spin)	0.0	kJ/mol

The geometry in ORCA input format:
```
! RIJCOSX wB97M-V def2-TZVPD def2/J DEFGRID3
* xyz 1 2
Re 0.20 -0.56 -0.81
C -3.04 -1.88 -3.33
O -3.90 -0.76 -3.13
C -3.73 0.14 -2.14
C -4.84 0.96 -1.90
C -4.82 1.95 -0.94
C -3.68 2.14 -0.17
C -2.56 1.34 -0.39
C -1.40 1.62 0.41
N -0.27 0.99 0.38
N 0.75 1.48 1.20
C 1.86 0.94 0.86
O 1.88 0.05 -0.19
C 3.14 1.26 1.49
C 3.18 2.11 2.59
C 4.39 2.42 3.18
C 5.56 1.87 2.67
C 5.52 1.02 1.58
C 4.31 0.71 0.98
C -2.58 0.34 -1.38
O -1.47 -0.42 -1.63
H -3.56 -2.51 -4.04
H -2.89 -2.43 -2.40
H -2.08 -1.57 -3.74
H -5.71 0.80 -2.52
H -5.69 2.57 -0.78
H -3.64 2.91 0.58
H -1.45 2.45 1.11
H 2.25 2.53 2.97
H 4.42 3.08 4.03
H 6.51 2.11 3.14
H 6.44 0.60 1.19
H 4.28 0.05 0.13
C 0.41 -4.67 0.56
O 0.24 -3.23 0.73
C 0.24 -2.53 -0.36
O 0.36 -2.89 -1.52
H 0.36 -5.08 1.56
H 1.38 -4.87 0.10
H -0.38 -5.06 -0.07
*
```

***

This record from the Open Molecules 2025 dataset describes a structure of composition C14H13ClMnN2O3 in a non-equilibrium geometry. The level of theory is ωB97M-V/def2-TZVPD.

Values from the calculation:
HOMO-LUMO gap (alpha / beta)	4.443 / 4.167	eV
LUMO (alpha / beta)	-10.915 / -11.194	eV
HOMO energy (alpha / beta)	-15.36 / -15.36	eV

The geometry in ORCA input format:
```
! RIJCOSX wB97M-V def2-TZVPD def2/J DEFGRID3
* xyz 2 4
Cl -1.64 0.15 -2.57
C 1.12 2.05 -0.22
C 0.96 1.49 1.11
C -0.45 1.55 1.44
H 1.75 1.17 1.77
C -1.16 2.16 0.33
C -0.18 2.48 -0.67
H -0.41 3.00 -1.61
H 2.06 2.17 -0.76
H -0.92 1.22 2.37
C -2.63 2.46 0.27
Mn -0.15 0.42 -0.22
C -1.33 -0.83 0.36
O -2.20 -1.56 0.62
C 1.01 -0.66 -1.11
O 1.63 -1.45 -1.69
H -3.18 1.76 0.91
H -2.99 2.36 -0.75
H -2.84 3.48 0.62
N 4.63 -4.72 3.46
C 3.42 -4.99 2.90
O 2.94 -6.12 2.89
C 2.69 -3.82 2.31
C 3.16 -2.50 2.33
C 2.39 -1.49 1.74
N 1.19 -1.73 1.20
C 0.74 -2.98 1.14
C 1.45 -4.05 1.69
H 5.15 -5.50 3.83
H 5.09 -3.82 3.41
H 4.10 -2.20 2.80
H 2.78 -0.47 1.70
H -0.21 -3.17 0.64
H 1.01 -5.05 1.63
*
```

***

This record from the Open Molecules 2025 dataset describes a cluster of 6 separate species, H12O6 in total in a non-equilibrium geometry. The level of theory is ωB97M-V/def2-TZVPD.

Values from the calculation:
HOMO-LUMO gap	11.544	eV
LUMO	0.493	eV
HOMO energy	-11.05	eV
relative energy (zero: lowest compared OMol25 entry of this formula, charge and spin)	92.9	kJ/mol
SMILES	O.O.O.O.O.O

The geometry in ORCA input format:
```
! RIJCOSX wB97M-V def2-TZVPD def2/J DEFGRID3
* xyz 0 1
O -0.54 1.01 0.85
H -1.10 1.78 0.99
H -0.24 1.17 -0.06
O 0.93 -0.56 2.03
H 0.26 0.05 1.66
H 0.40 -1.26 2.42
O -2.34 -0.80 2.03
H -2.80 -0.85 1.18
H -1.69 -0.09 1.89
O 2.08 -0.33 -0.39
H 2.16 -0.61 0.53
H 2.88 0.18 -0.56
O 0.40 -1.06 -2.28
H -0.08 -1.89 -2.21
H 1.00 -1.06 -1.50
O -0.51 1.63 -1.87
H 0.11 0.89 -1.97
H -0.90 1.79 -2.74
*
```

***

This record from the Open Molecules 2025 dataset describes a cluster of 8 separate species, C18H30N8O4 in total. The level of theory is ωB97M-V/def2-TZVPD.

Values from the calculation:
HOMO-LUMO gap	9.737	eV
LUMO	0.524	eV
HOMO energy	-9.21	eV
SMILES	CCOCN(O)C(=O)O.CC#N.CC#N.CC#N.CC#N.CC#N.CC#N.CC#N

The geometry in ORCA input format:
```
! RIJCOSX wB97M-V def2-TZVPD def2/J DEFGRID3
* xyz 0 1
C -1.90 2.66 1.14
C -0.73 2.07 0.37
O -1.11 1.15 -0.65
C -1.49 -0.11 -0.18
N -0.43 -0.81 0.51
O 0.80 -0.97 -0.12
C -0.38 -0.78 1.89
O -1.34 -0.94 2.61
O 0.89 -0.61 2.39
H -1.52 3.21 2.01
H -2.44 3.37 0.51
H -2.59 1.89 1.50
H 0.01 1.62 1.04
H -0.21 2.88 -0.16
H -2.32 -0.05 0.53
H -1.83 -0.68 -1.04
H 1.07 -0.16 -0.59
H 0.77 -0.18 3.25
C 3.39 2.58 0.02
C 2.43 2.00 -0.90
N 1.63 1.54 -1.58
H 4.41 2.50 -0.37
H 3.18 3.64 0.16
H 3.35 2.10 0.99
C 2.95 -2.85 4.37
C 4.07 -2.20 5.04
N 4.95 -1.68 5.56
H 2.49 -3.59 5.01
H 2.19 -2.13 4.09
H 3.29 -3.35 3.46
C -2.16 -1.78 -4.52
C -3.03 -1.24 -3.47
N -3.71 -0.83 -2.65
H -1.17 -1.98 -4.12
H -2.57 -2.71 -4.91
H -2.07 -1.08 -5.34
C -1.91 -6.36 -6.79
C -1.76 -4.92 -6.94
N -1.65 -3.78 -7.06
H -2.86 -6.59 -6.33
H -1.85 -6.84 -7.76
H -1.11 -6.75 -6.15
C 3.83 -6.71 5.92
C 2.62 -6.39 5.17
N 1.68 -6.13 4.57
H 4.61 -5.99 5.70
H 3.62 -6.67 6.99
H 4.18 -7.70 5.67
C 0.79 5.85 -0.70
C 2.12 6.14 -0.16
N 3.16 6.36 0.27
H 0.52 4.81 -0.49
H 0.05 6.49 -0.24
H 0.78 6.00 -1.77
C -4.75 6.21 -1.05
C -3.35 5.94 -0.77
N -2.25 5.72 -0.55
H -5.35 5.30 -0.93
H -5.14 6.97 -0.38
H -4.87 6.56 -2.08
*
```